Entry 1:
# C9H18NS

A 2-piece molecular cluster, C9H18NS overall in a non-equilibrium geometry (ωB97M-V/def2-TZVPD, OMol25).

Structure (XYZ):
```
29
Properties=species:S:1:pos:R:3
C 0.83499 -2.84371 0.00937
C 1.28212 -1.71003 -0.79309
C -2.72852 1.45422 -0.47051
C -3.40774 0.84590 0.72012
C -1.42792 -0.31719 -0.11227
C 1.34231 1.36924 1.43799
C 2.16624 0.54056 -1.37428
C 1.80307 -0.03538 1.07726
C 1.72248 -0.47948 -0.35137
N -1.81355 0.53625 -1.00783
S -2.24686 -0.43566 1.36475
H -0.09522 -3.16729 -0.27562
H 1.50698 -3.72713 -0.23893
H 1.35338 -1.97554 -1.82982
H -3.58299 1.79200 -1.11689
H -2.15867 2.37162 -0.14834
H -3.67763 1.53787 1.48234
H -4.33868 0.32809 0.36790
H -0.63136 -0.88304 -0.50357
H 0.54603 1.60687 0.77025
H 0.88338 1.39634 2.42778
H 2.13612 2.21621 1.34442
H 3.20623 0.38429 -1.49998
H 1.68502 0.31755 -2.34559
H 2.02267 1.68898 -1.18623
H 1.18556 -0.69899 1.75907
H 2.80605 -0.10411 1.34873
H -1.41639 0.63611 -1.98768
H 1.04290 -2.64457 1.13200
```

- Orbital gap: 7.85 eV
- Total charge: +1
- Total energy: -806.3488 a.u.
- Relative energy (zero: lowest compared OMol25 entry of this formula, charge and spin): 151.8 kJ/mol

Entry 2:
# C9H18Si

A 2-piece molecular cluster, C9H18Si overall in a non-equilibrium geometry (ωB97M-V/def2-TZVPD, OMol25).

Structure (XYZ):
```
28
Properties=species:S:1:pos:R:3
C 2.98970 -0.17728 -0.70792
C 2.88173 1.12557 0.07402
C 2.47319 -1.17741 0.29738
C 1.49692 1.02454 0.68620
C 1.28213 -0.48347 0.96408
C -2.58154 0.96044 -0.74298
C -2.19446 -1.43029 -0.45994
C -1.85504 0.08613 1.52128
C -1.75667 -0.04081 -0.00632
Si 0.11543 0.18684 -0.31197
H 2.29816 -0.20483 -1.52806
H 3.94981 -0.53543 -1.14646
H 3.67988 1.13390 0.97486
H 2.98040 1.98834 -0.42999
H 2.19634 -2.14033 -0.22826
H 3.36160 -1.48734 0.93220
H 1.16628 1.87383 1.44972
H 1.14890 -0.69467 1.99684
H -2.15466 2.02951 -0.74518
H -2.65840 0.79328 -1.86283
H -3.61929 1.01321 -0.41712
H -3.21149 -1.45972 -0.15635
H -1.52105 -2.24930 0.01524
H -2.00878 -1.48412 -1.57339
H -1.23152 -0.71538 1.99211
H -1.51961 0.90481 2.14194
H -2.85839 0.12913 1.81272
H 0.37006 0.46878 -2.72499
```

- Orbital gap: 8.17 eV
- Total charge: 0
- Total energy: -643.0117 a.u.
- Relative energy (zero: lowest compared OMol25 entry of this formula, charge and spin): 431.0 kJ/mol

Entry 3:
# C9H19BN2O4

One molecule with the formula C9H19BN2O4 in a non-equilibrium geometry (ωB97M-V/def2-TZVPD, OMol25).

Structure (XYZ):
```
35
Properties=species:S:1:pos:R:3
N 2.10355 2.49758 1.31498
C 2.43078 1.08000 1.18051
C 1.39725 0.11351 1.82027
C 0.33890 -0.17972 0.77139
C -0.24012 -1.59372 0.91175
C -1.59924 -1.75493 0.14912
C -2.73341 -0.76038 0.50442
B -2.92121 0.49742 -0.37800
O -2.94855 0.37344 -1.72243
O -3.09628 1.73651 0.16638
C 0.95136 0.16152 -0.63872
N 0.15466 1.21016 -1.35756
C 0.89433 -1.00360 -1.57929
O -0.14161 -1.30951 -2.13991
O 2.04359 -1.64122 -1.96428
C 2.38886 0.70548 -0.33662
H 1.80677 2.73268 2.25117
H 1.21434 2.70891 0.83856
H 3.43752 0.89030 1.57213
H 0.92530 0.56120 2.67673
H 1.92242 -0.84139 2.03375
H -0.52207 0.55886 0.85833
H 0.55052 -2.28281 0.43782
H -0.41068 -1.87257 1.93795
H -1.37584 -1.75473 -0.94626
H -1.87164 -2.77151 0.27709
H -2.51209 -0.40298 1.52696
H -3.73580 -1.23409 0.49863
H -2.53555 -0.44835 -2.10382
H -3.20026 2.30821 -0.58883
H -0.74383 0.85288 -1.64485
H 0.57514 1.64178 -2.15509
H 1.72053 -2.25163 -2.68487
H 2.64164 1.59582 -0.90571
H 3.09073 -0.12311 -0.58169
```

- Orbital gap: 9.86 eV
- Total charge: 0
- Total energy: -789.7699 a.u.
- SMILES: N[C@H]1C[C@H](CCCB(O)O)[C@](N)(C(=O)O)C1
- Relative energy (zero: lowest compared OMol25 entry of this formula, charge and spin): 44.6 kJ/mol

Entry 4:
# C9H19BO2

One molecule with the formula C9H19BO2 in a non-equilibrium geometry (ωB97M-V/def2-TZVPD, OMol25).

Structure (XYZ):
```
31
Properties=species:S:1:pos:R:3
C 1.45077 -1.49472 3.63310
C 1.54261 -0.70439 2.55978
C 2.63977 0.11671 2.11575
B 0.16847 -0.67536 1.22398
O -0.67518 -1.71945 1.29158
O 0.23213 0.42631 0.45998
C -0.68728 0.80588 -0.52572
C -1.90505 1.22338 0.27798
C -0.17561 2.14479 -1.23114
C -0.88074 -0.43631 -1.56253
C 0.49199 -0.98930 -1.98214
C -1.70741 -0.13077 -2.81265
H 2.23910 -1.45539 4.33565
H 0.59865 -2.17535 3.89093
H 2.26294 1.05633 1.62539
H 3.28849 0.49811 2.92885
H 3.47489 -0.27417 1.34772
H -0.68773 -2.48283 1.92727
H -1.52364 2.07452 0.83439
H -2.23410 0.38780 0.89938
H -2.78902 1.42219 -0.45056
H 0.37392 2.68955 -0.49568
H -1.00242 2.78420 -1.46973
H 0.42591 1.87032 -2.09592
H -1.30285 -1.27575 -0.97889
H 1.03031 -1.31498 -1.11505
H 0.95409 -0.16154 -2.61280
H 0.13148 -1.84927 -2.54818
H -1.20025 -0.62930 -3.74188
H -1.82450 0.95203 -3.02987
H -2.70974 -0.68324 -2.69899
```

- Orbital gap: 9.54 eV
- Total charge: 0
- Total energy: -529.6507 a.u.
- SMILES: C=C(C)B(O)OC(C)(C)C(C)C
- Relative energy (zero: lowest compared OMol25 entry of this formula, charge and spin): 23.8 kJ/mol

Entry 5:
# C9H19CoFO11P

C9H19CoFO11P as an isolated structure in a non-equilibrium geometry (ωB97M-V/def2-TZVPD, OMol25).

Structure (XYZ):
```
42
Properties=species:S:1:pos:R:3
Co 22.58698 -21.01757 -12.12554
P 21.26494 -20.25483 -14.24422
O 21.12377 -21.57213 -13.40784
O 21.08743 -20.91465 -15.61872
O 22.74833 -20.08283 -13.77880
O 20.34862 -19.03600 -13.82356
C 25.28904 -20.97346 -10.08302
O 24.48724 -21.27456 -11.15563
H 24.98607 -19.99238 -9.71728
H 25.18773 -21.71268 -9.28842
H 26.36098 -20.87831 -10.25624
F 21.41163 -19.93399 -10.94780
C 25.50903 -14.24292 -10.31428
C 24.69901 -15.12047 -9.31455
O 23.30959 -15.27880 -9.58665
C 22.91862 -16.17721 -10.57421
O 21.67781 -16.40088 -10.67479
O 24.01698 -16.74433 -11.22865
C 23.59679 -17.86894 -11.94402
H 24.95380 -13.37355 -10.66645
H 25.82621 -14.71502 -11.24412
H 26.35846 -13.78970 -9.80325
H 24.74417 -14.46593 -8.44411
H 25.15398 -16.08162 -9.07514
H 24.36352 -18.19262 -12.64790
H 22.68673 -17.81741 -12.54172
H 23.61933 -18.75075 -11.30372
C 20.50436 -26.91970 -11.45248
C 21.23906 -25.61134 -11.72261
O 22.02876 -25.30434 -10.62361
C 22.17105 -24.01690 -10.31077
O 21.82208 -23.01586 -10.99090
O 22.63514 -23.95890 -9.07827
C 22.70400 -22.79080 -8.16149
H 19.67933 -26.64563 -10.79498
H 21.14815 -27.67823 -11.00720
H 20.05471 -27.36888 -12.33801
H 20.50724 -24.81117 -11.83338
H 21.86683 -25.69841 -12.60942
H 22.73837 -21.80356 -8.62224
H 23.67768 -22.83926 -7.67396
H 22.04372 -22.93154 -7.30573
```

- Orbital gap (alpha / beta): 5.45 / 5.27 eV
- Total charge: -2
- Total energy: -3005.9741 a.u.
- Relative energy (zero: lowest compared OMol25 entry of this formula, charge and spin): 0.0 kJ/mol
- 2S+1: 5

Entry 6:
# C9H19F4IN3O9PtS4

C9H19F4IN3O9PtS4 as an isolated structure in a non-equilibrium geometry (ωB97M-V/def2-TZVPD, OMol25).

Structure (XYZ):
```
50
Properties=species:S:1:pos:R:3
Pt -0.21343 -0.72201 -1.18950
N -1.20460 1.79376 -5.11868
S -2.55502 1.85625 -4.26977
O -2.52891 2.69729 -3.11492
O -3.16572 0.57070 -4.19377
F -3.49202 2.64268 -5.28422
S -0.12963 1.63132 -3.89424
O -0.35319 0.58339 -2.93295
O 0.49554 2.84466 -3.51592
F 0.97068 0.93222 -4.78937
N 1.19260 -1.99867 -2.10328
S 0.70687 -3.17505 -3.23200
O 0.35789 -4.42123 -2.66770
O 1.45090 -3.16208 -4.43311
F -0.61970 -2.43790 -3.59763
S 2.72428 -2.44717 -1.94773
O 3.59594 -1.94844 -2.94592
O 2.90694 -3.76236 -1.44649
F 3.09201 -1.50413 -0.69707
I -2.81035 -1.36241 -1.07445
C 1.64194 -0.58152 3.02661
C 0.38405 -0.85834 2.18432
C -0.79445 -0.96627 3.14969
C -1.44734 0.32326 3.61178
C -1.58569 1.34464 2.46898
C -0.38319 1.52539 1.54353
N 0.11720 0.18674 1.19390
O 1.21932 0.27151 0.29353
C -0.85061 2.22620 0.27384
C 0.69456 2.42695 2.19162
C 0.57245 -2.21783 1.52671
H 1.87618 -1.40408 3.70545
H 1.53563 0.25486 3.72120
H 2.54335 -0.42991 2.42769
H -1.64710 -1.51213 2.72179
H -0.54774 -1.65388 3.96335
H -0.88073 0.83202 4.40072
H -2.46361 0.19319 3.98113
H -1.81343 2.29665 2.95131
H -2.40715 1.07078 1.80003
H 0.01151 2.51061 -0.33763
H -1.39098 1.55125 -0.39847
H -1.49093 3.09130 0.42951
H 0.94193 2.17236 3.21684
H 1.57365 2.34382 1.54234
H 0.44621 3.48249 2.08679
H 1.25021 -2.18790 0.67542
H -0.39005 -2.60056 1.16561
H 0.91207 -3.01704 2.18601
H 1.95167 0.71463 0.74511
```

- Orbital gap (alpha / beta): 8.31 / 6.79 eV
- Total charge: -1
- Total energy: -3604.9439 a.u.
- Relative energy (zero: lowest compared OMol25 entry of this formula, charge and spin): 0.0 kJ/mol
- 2S+1: 3